Entry 1:
DFT (ωB97M-V/def2-TZVPD) results for C48H47GeN5O2RhS4 as an isolated structure.

Atoms and positions in Å:
Rh (0.20, 0.23, 0.34)
C (1.68, 0.47, -2.28)
C (2.91, 2.45, -1.14)
C (4.31, 3.02, -1.02)
C (4.70, 3.83, 0.00)
C (3.87, 4.05, 1.10)
C (2.58, 3.47, 1.17)
C (1.79, 3.73, 2.42)
C (2.10, 2.74, 0.12)
N (0.78, 2.22, 0.12)
C (-0.25, 3.06, -0.09)
C (-0.10, 4.56, -0.16)
C (-1.52, 2.49, -0.27)
C (-2.71, 3.37, -0.52)
N (-1.58, 1.16, -0.26)
C (-2.82, 0.52, -0.52)
C (-3.85, 0.51, 0.43)
C (-3.70, 1.14, 1.79)
C (-5.07, -0.05, 0.08)
C (-5.27, -0.62, -1.17)
C (-4.24, -0.62, -2.09)
C (-3.01, -0.06, -1.78)
C (-1.89, -0.09, -2.78)
H (1.55, -0.62, -2.24)
H (1.79, 0.74, -3.33)
H (0.76, 0.94, -1.94)
H (4.97, 2.86, -1.85)
H (5.69, 4.27, -0.02)
H (4.21, 4.66, 1.93)
H (2.28, 3.25, 3.27)
H (0.77, 3.36, 2.37)
H (1.76, 4.80, 2.63)
H (0.92, 4.88, -0.02)
H (-0.71, 5.03, 0.62)
H (-0.46, 4.94, -1.12)
H (-2.52, 4.06, -1.34)
H (-2.93, 3.98, 0.36)
H (-3.60, 2.79, -0.75)
H (-2.68, 1.46, 1.98)
H (-3.99, 0.43, 2.56)
H (-4.35, 2.01, 1.88)
H (-5.88, -0.04, 0.80)
H (-6.23, -1.06, -1.42)
H (-4.38, -1.08, -3.06)
H (-2.22, -0.54, -3.71)
H (-1.04, -0.66, -2.41)
H (-1.52, 0.92, -3.00)
S (-4.92, -4.43, -3.06)
C (-4.24, -3.95, -1.64)
S (-2.57, -3.45, -1.52)
C (-2.85, -2.97, 0.12)
N (-4.03, -3.23, 0.56)
N (-4.79, -3.82, -0.41)
C (-6.13, -4.15, -0.04)
C (-6.82, -3.29, 0.80)
C (-8.11, -3.61, 1.18)
C (-8.72, -4.77, 0.71)
C (-8.01, -5.62, -0.12)
C (-6.72, -5.32, -0.51)
S (-1.70, -2.29, 1.26)
H (-6.33, -2.41, 1.17)
H (-8.65, -2.94, 1.84)
H (-9.73, -5.01, 1.01)
H (-8.47, -6.53, -0.48)
H (-6.16, -5.98, -1.16)
C (0.04, -0.72, 3.22)
C (-0.11, 0.46, 2.28)
O (-0.52, 1.50, 2.68)
H (0.62, -0.38, 4.08)
H (0.49, -1.60, 2.77)
H (-0.97, -0.96, 3.58)
O (0.81, -3.88, 0.17)
S (0.39, -2.74, -0.66)
N (-0.49, -1.65, 0.26)
C (5.35, 0.98, 4.05)
C (5.78, 1.32, 2.78)
C (4.99, 1.02, 1.67)
C (3.76, 0.39, 1.82)
C (3.37, 0.02, 3.10)
C (4.14, 0.32, 4.21)
Ge (2.71, -0.16, 0.25)
C (3.41, -1.98, -0.10)
C (3.47, -2.57, -1.37)
C (4.02, -3.82, -1.56)
C (4.53, -4.54, -0.49)
C (4.48, -3.98, 0.78)
C (3.94, -2.71, 0.97)
C (2.92, 0.90, -1.45)
C (4.13, 0.52, -2.26)
C (4.43, 1.09, -3.46)
C (3.79, 2.18, -4.10)
C (2.79, 3.05, -3.61)
C (2.33, 3.19, -2.34)
H (5.96, 1.21, 4.91)
H (6.73, 1.82, 2.64)
H (5.35, 1.28, 0.69)
H (2.45, -0.54, 3.25)
H (3.81, 0.02, 5.20)
H (3.08, -2.04, -2.23)
H (4.05, -4.24, -2.56)
H (4.95, -5.52, -0.64)
H (4.88, -4.52, 1.63)
H (3.93, -2.30, 1.97)
H (4.75, -0.30, -1.93)
H (5.26, 0.65, -4.01)
H (4.10, 2.36, -5.12)
H (2.36, 3.72, -4.35)
H (1.57, 3.93, -2.14)

## Properties
⟨S²⟩	8.86
multiplicity	6
energy relative to the best compared isomer or geometry (same formula, charge and spin)	37.0	kJ/mol
frontier orbital gap (alpha / beta)	0.24469 / 0.19744	Eh



Entry 2:
DFT (ωB97M-V/def2-TZVPD) results for one molecule with the formula C19H22N2O4S at a distorted geometry.

Atoms and positions in Å:
C (7.32, 0.57, -1.72)
O (6.08, 0.83, -1.10)
C (5.51, -0.14, -0.34)
C (6.06, -1.40, -0.13)
C (5.41, -2.33, 0.66)
C (4.21, -2.02, 1.26)
C (3.65, -0.77, 1.06)
C (4.29, 0.17, 0.27)
C (3.67, 1.53, 0.06)
N (2.24, 1.46, -0.14)
C (1.36, 1.97, 0.75)
O (1.70, 2.57, 1.75)
C (-0.09, 1.73, 0.42)
C (-0.98, 1.65, 1.49)
C (-2.33, 1.44, 1.26)
C (-2.78, 1.32, -0.04)
S (-4.51, 1.01, -0.33)
O (-5.28, 1.79, 0.60)
O (-4.78, 1.15, -1.74)
N (-4.57, -0.62, 0.12)
C (-4.79, -1.55, -0.97)
C (-6.29, -1.84, -0.90)
C (-6.55, -1.90, 0.60)
C (-5.48, -0.97, 1.20)
C (-1.91, 1.42, -1.11)
C (-0.56, 1.63, -0.88)
H (8.10, 0.36, -0.98)
H (7.25, -0.26, -2.43)
H (7.57, 1.49, -2.26)
H (7.01, -1.67, -0.59)
H (5.86, -3.31, 0.80)
H (3.70, -2.75, 1.88)
H (2.72, -0.51, 1.53)
H (3.82, 2.16, 0.94)
H (4.14, 2.02, -0.80)
H (1.91, 0.87, -0.88)
H (-0.60, 1.76, 2.49)
H (-3.04, 1.38, 2.06)
H (-4.20, -2.46, -0.78)
H (-4.48, -1.10, -1.90)
H (-6.83, -1.01, -1.35)
H (-6.57, -2.77, -1.41)
H (-7.55, -1.58, 0.86)
H (-6.41, -2.92, 0.97)
H (-4.91, -1.47, 1.99)
H (-5.90, -0.04, 1.60)
H (-2.31, 1.35, -2.11)
H (0.11, 1.74, -1.72)

## Properties
energy relative to the best compared isomer or geometry (same formula, charge and spin)	174.2	kJ/mol
frontier orbital gap	0.33186	Eh
SMILES	COc1ccccc1CNC(=O)c1ccc(S(=O)(=O)N2CCCC2)cc1



Entry 3:
DFT (ωB97M-V/def2-TZVPD) results for C38H26InN2O2P as an isolated structure at a distorted geometry.

Atoms and positions in Å:
In (0.63, -0.37, -1.96)
C (2.21, -1.47, 5.02)
C (0.93, -1.88, 4.73)
C (0.35, -1.61, 3.49)
C (1.10, -0.94, 2.51)
C (2.41, -0.57, 2.81)
C (2.96, -0.80, 4.06)
P (0.44, -0.46, 0.89)
C (-1.24, -1.17, 0.97)
C (-2.40, -0.40, 0.90)
C (-3.64, -1.05, 0.98)
C (-3.73, -2.42, 1.10)
C (-2.55, -3.17, 1.11)
C (-1.32, -2.57, 1.03)
C (0.18, 1.32, 1.05)
C (-0.27, 1.82, 2.28)
C (-0.34, 3.20, 2.49)
C (-0.09, 4.14, 1.51)
C (0.24, 3.66, 0.20)
C (0.42, 4.55, -0.91)
C (0.73, 4.06, -2.15)
C (0.82, 2.68, -2.36)
C (0.65, 1.74, -1.35)
C (0.41, 2.21, -0.04)
H (2.66, -1.72, 5.99)
H (0.37, -2.40, 5.48)
H (-0.67, -1.93, 3.32)
H (2.96, -0.03, 2.03)
H (3.97, -0.48, 4.26)
H (-2.34, 0.68, 0.83)
H (-4.53, -0.43, 0.98)
H (-4.68, -2.91, 1.14)
H (-2.63, -4.24, 1.18)
H (-0.40, -3.16, 1.00)
H (-0.58, 1.16, 3.08)
H (-0.62, 3.53, 3.49)
H (-0.18, 5.20, 1.72)
H (0.33, 5.62, -0.73)
H (0.92, 4.72, -3.00)
H (1.01, 2.38, -3.38)
C (2.53, -1.45, -2.43)
C (3.56, -0.61, -1.81)
C (3.98, 0.62, -2.42)
C (4.70, 1.54, -1.69)
C (5.16, 1.20, -0.39)
C (4.87, -0.07, 0.19)
C (4.07, -0.96, -0.51)
C (5.88, 2.18, 0.38)
N (6.52, 2.96, 0.97)
H (2.35, -2.44, -2.01)
H (2.48, -1.48, -3.54)
H (3.68, 0.84, -3.45)
H (4.95, 2.52, -2.07)
H (5.29, -0.32, 1.14)
H (3.76, -1.90, -0.05)
O (-1.35, 0.63, -3.17)
C (-1.90, -0.46, -2.93)
N (-1.20, -1.55, -2.54)
C (-2.07, -2.59, -2.22)
O (-1.76, -3.69, -1.85)
C (-3.47, -2.05, -2.42)
C (-4.73, -2.54, -2.10)
C (-5.82, -1.69, -2.25)
C (-5.68, -0.38, -2.70)
C (-4.42, 0.13, -3.05)
C (-3.33, -0.75, -2.93)
H (-4.87, -3.54, -1.72)
H (-6.82, -2.04, -2.05)
H (-6.55, 0.25, -2.73)
H (-4.29, 1.16, -3.38)

## Properties
energy relative to the best compared isomer or geometry (same formula, charge and spin)	0.0	kJ/mol
frontier orbital gap	0.28809	Eh



Entry 4:
DFT (ωB97M-V/def2-TZVPD) results for a 2-piece molecular cluster, C3H7N2O2 overall at a distorted geometry.

Atoms and positions in Å:
C (2.23, -1.06, -2.38)
C (1.00, -0.72, -1.89)
C (-1.18, 0.23, 2.55)
N (-1.93, 1.03, 0.48)
N (0.83, 0.33, -1.18)
O (0.00, 0.97, -0.56)
O (-1.52, 1.35, 1.65)
H (2.60, -2.10, -2.51)
H (2.94, -0.24, -2.55)
H (0.33, -1.62, -1.98)
H (-1.81, -0.68, 2.24)
H (-1.25, 0.61, 3.60)
H (-0.08, -0.02, 2.55)
H (-2.17, 1.91, -0.03)

## Properties
energy relative to the best compared isomer or geometry (same formula, charge and spin)	871.1	kJ/mol
frontier orbital gap (alpha / beta)	0.22788 / 0.27178	Eh
total charge	+1



Entry 5:
DFT (ωB97M-V/def2-TZVPD) results for a 3-piece molecular cluster, C25H54BN2O4 overall at a distorted geometry.

Atoms and positions in Å:
C (-0.74, -3.17, -0.76)
N (-0.69, -4.37, 0.15)
C (-1.33, -5.60, -0.45)
C (-1.31, -4.05, 1.53)
O (-2.64, -4.01, 1.56)
C (-0.26, -3.89, 2.76)
C (-0.63, -2.93, 4.00)
B (-0.98, -3.93, 5.29)
O (-0.17, -4.03, 6.52)
O (-2.16, -4.82, 5.19)
C (0.70, -2.07, 4.43)
C (0.93, -0.68, 3.58)
C (1.77, -0.92, 2.15)
C (2.01, 0.20, 4.51)
N (-0.28, 0.20, 3.44)
O (-0.06, 1.23, 2.58)
C (-1.53, -0.50, 3.01)
C (-2.78, 0.53, 3.46)
C (-1.72, -0.68, 1.38)
C (-1.86, -1.89, 3.87)
H (-1.75, -2.58, -0.77)
H (0.19, -2.48, -0.49)
H (-0.49, -3.58, -1.86)
H (-1.98, -5.28, -1.38)
H (-0.52, -6.39, -0.83)
H (-1.99, -6.22, 0.34)
H (-0.07, -4.98, 3.19)
H (0.79, -3.58, 2.29)
H (-0.49, -3.26, 7.12)
H (-2.91, -4.37, 4.69)
H (0.68, -1.75, 5.57)
H (1.68, -2.73, 4.32)
H (2.11, 0.09, 1.66)
H (1.22, -1.63, 1.41)
H (2.76, -1.49, 2.48)
H (1.49, 1.20, 4.91)
H (2.90, 0.58, 3.82)
H (2.43, -0.46, 5.38)
H (-3.83, 0.02, 3.23)
H (-2.74, 0.64, 4.63)
H (-2.68, 1.59, 2.97)
H (-2.59, -1.44, 1.09)
H (-2.13, 0.38, 1.00)
H (-0.72, -0.86, 0.80)
H (-2.07, -1.50, 4.98)
H (-2.91, -2.38, 3.55)
C (3.91, 2.99, -2.30)
C (3.50, 4.08, -1.33)
C (2.88, 3.54, -0.04)
C (1.58, 2.75, -0.22)
C (0.45, 3.51, -0.91)
C (-0.01, 4.73, -0.13)
H (3.05, 2.39, -2.63)
H (4.36, 3.43, -3.20)
H (4.64, 2.31, -1.84)
H (2.81, 4.77, -1.82)
H (4.39, 4.67, -1.07)
H (2.71, 4.37, 0.65)
H (3.62, 2.89, 0.46)
H (1.24, 2.42, 0.77)
H (1.78, 1.83, -0.79)
H (-0.41, 2.83, -1.03)
H (0.75, 3.81, -1.92)
H (-0.36, 4.45, 0.87)
H (-0.83, 5.23, -0.65)
H (0.80, 5.47, -0.02)
C (-1.13, 1.76, -7.60)
C (-1.86, 1.61, -6.27)
C (-1.15, 2.33, -5.12)
C (0.26, 1.83, -4.80)
C (0.35, 0.34, -4.45)
C (-0.43, -0.03, -3.20)
H (-0.13, 1.33, -7.57)
H (-1.69, 1.25, -8.40)
H (-1.05, 2.82, -7.88)
H (-1.98, 0.55, -6.04)
H (-2.87, 2.02, -6.38)
H (-1.78, 2.26, -4.23)
H (-1.09, 3.40, -5.36)
H (0.65, 2.42, -3.96)
H (0.92, 2.03, -5.65)
H (1.41, 0.09, -4.29)
H (0.01, -0.27, -5.29)
H (-0.07, 0.54, -2.33)
H (-0.31, -1.09, -2.98)
H (-1.50, 0.17, -3.32)

## Properties
⟨S²⟩	0.75
multiplicity	2
frontier orbital gap (alpha / beta)	0.34079 / 0.31482	Eh



Entry 6:
DFT (ωB97M-V/def2-TZVPD) results for a 2-piece molecular cluster, C3H3BrCl2O overall at a distorted geometry.

Atoms and positions in Å:
Cl (4.35, -0.50, 3.84)
C (2.93, -1.30, 3.72)
C (1.82, -1.75, 3.57)
Cl (0.40, -2.54, 3.44)
C (0.21, -0.04, -0.05)
O (1.47, -0.47, 0.37)
Br (2.77, 0.80, 0.47)
H (-0.20, 0.74, 0.59)
H (-0.41, -0.93, 0.02)
H (0.22, 0.31, -1.09)

## Properties
energy relative to the best compared isomer or geometry (same formula, charge and spin)	395.2	kJ/mol
frontier orbital gap	0.34916	Eh
SMILES	ClC#CCl.COBr



Entry 7:
DFT (ωB97M-V/def2-TZVPD) results for C4H12N3S as an isolated structure at a distorted geometry.

Atoms and positions in Å:
C (-0.42, -0.62, -0.08)
C (1.42, 1.30, -1.30)
C (-0.05, 0.90, 1.68)
C (0.00, 1.61, -0.82)
N (-0.71, -1.14, -1.25)
N (-0.51, -1.92, 1.40)
N (-0.19, 0.58, 0.22)
S (-1.02, -3.37, 0.81)
H (1.73, 0.49, -1.92)
H (1.85, 2.22, -1.91)
H (2.01, 1.35, -0.45)
H (1.05, 1.05, 2.12)
H (-0.42, 0.07, 2.15)
H (-0.61, 1.85, 1.71)
H (-0.57, 1.48, -1.74)
H (-0.31, 2.49, -0.29)
H (-1.26, -1.93, -1.39)
H (-0.42, -0.92, -2.17)
H (0.48, -2.04, 1.60)
H (-2.05, -3.45, 1.63)

## Properties
energy relative to the best compared isomer or geometry (same formula, charge and spin)	382.8	kJ/mol
frontier orbital gap	0.35090	Eh
total charge	+1



Entry 8:
DFT (ωB97M-V/def2-TZVPD) results for one molecule with the formula C4H5FN2O at a distorted geometry.

Atoms and positions in Å:
H (-2.93, -1.26, -0.45)
N (-2.40, -0.34, -0.59)
C (-1.23, -0.47, -0.04)
N (-0.72, -1.65, 0.46)
C (-0.36, 0.75, 0.07)
F (-1.05, 1.86, 0.20)
C (0.99, 0.78, 0.13)
C (1.91, -0.33, -0.22)
O (3.11, -0.28, -0.17)
H (0.04, -1.61, 1.15)
H (-1.31, -2.51, 0.52)
H (1.43, 1.79, 0.29)
H (1.36, -1.23, -0.68)

## Properties
energy relative to the best compared isomer or geometry (same formula, charge and spin)	114.3	kJ/mol
frontier orbital gap	0.34713	Eh
SMILES	[H]/N=C(N)/C(F)=C\C=O



Entry 9:
DFT (ωB97M-V/def2-TZVPD) results for one molecule with the formula C5H6O.

Atoms and positions in Å:
C (-1.86, 0.14, 0.32)
C (-0.49, 0.57, -0.07)
C (0.65, 1.01, 0.48)
C (1.80, 0.36, 0.25)
C (1.50, -0.96, -0.32)
O (0.35, -1.31, -0.58)
H (-2.43, 1.06, 0.45)
H (-1.93, -0.46, 1.22)
H (-2.32, -0.42, -0.51)
H (-0.40, 0.97, -1.08)
H (2.82, 0.72, 0.39)
H (2.30, -1.68, -0.56)

## Properties
energy relative to the best compared isomer or geometry (same formula, charge and spin)	284.5	kJ/mol
frontier orbital gap	0.35435	Eh
SMILES	CC=C=CC=O



Entry 10:
DFT (ωB97M-V/def2-TZVPD) results for a 9-piece molecular cluster, C25H72N6O9 overall at a distorted geometry.

Atoms and positions in Å:
C (3.89, -3.91, -14.84)
O (2.98, -4.47, -15.71)
C (2.84, -3.78, -16.98)
C (1.64, -4.32, -17.84)
C (1.71, -5.82, -18.20)
N (1.45, -3.64, -19.07)
H (3.33, -3.11, -14.34)
H (4.79, -3.61, -15.37)
H (4.06, -4.76, -14.19)
H (2.87, -2.70, -16.83)
H (3.72, -3.98, -17.60)
H (0.76, -4.27, -17.21)
H (1.78, -6.51, -17.36)
H (2.59, -5.85, -18.84)
H (0.74, -6.06, -18.64)
H (0.68, -4.04, -19.58)
H (1.23, -2.68, -18.86)
C (0.16, 5.16, -23.56)
O (-0.34, 3.84, -23.14)
C (-1.69, 3.65, -23.32)
C (-2.22, 2.21, -23.09)
C (-3.58, 2.08, -23.80)
N (-2.35, 1.98, -21.68)
H (-0.46, 5.95, -23.13)
H (-0.06, 5.48, -24.58)
H (1.25, 5.19, -23.49)
H (-2.27, 4.26, -22.63)
H (-1.95, 3.98, -24.32)
H (-1.53, 1.51, -23.54)
H (-4.14, 1.25, -23.37)
H (-3.41, 1.69, -24.81)
H (-4.20, 2.97, -23.84)
H (-3.23, 2.36, -21.38)
H (-1.72, 2.58, -21.17)
C (-0.46, 6.33, -17.53)
O (0.24, 5.13, -17.90)
C (1.32, 4.67, -17.06)
C (2.05, 3.44, -17.63)
C (3.26, 3.16, -16.68)
N (2.69, 3.80, -18.89)
H (-0.69, 6.54, -16.48)
H (-1.39, 6.33, -18.09)
H (0.02, 7.25, -17.88)
H (1.99, 5.52, -17.18)
H (0.92, 4.51, -16.06)
H (1.39, 2.58, -17.64)
H (2.83, 2.80, -15.75)
H (3.88, 3.98, -16.32)
H (3.88, 2.32, -16.99)
H (3.07, 3.04, -19.43)
H (1.89, 4.12, -19.42)
C (5.38, -0.47, -31.02)
O (5.54, 0.94, -31.29)
C (5.78, 1.68, -30.12)
C (4.62, 2.07, -29.06)
C (3.42, 2.94, -29.61)
N (5.12, 2.86, -28.02)
H (4.51, -0.58, -30.37)
H (6.24, -0.81, -30.44)
H (5.27, -1.01, -31.96)
H (6.62, 1.30, -29.53)
H (6.16, 2.65, -30.43)
H (4.32, 1.17, -28.52)
H (2.59, 2.84, -28.92)
H (3.13, 2.66, -30.62)
H (3.62, 4.01, -29.61)
H (5.74, 2.23, -27.51)
H (4.38, 3.18, -27.42)
N (3.53, -0.64, -23.24)
C (4.81, -1.01, -23.15)
N (4.93, -2.19, -22.54)
O (5.68, -0.30, -23.60)
H (2.82, -1.28, -22.93)
H (3.27, 0.11, -23.87)
H (4.09, -2.42, -22.03)
H (5.87, -2.55, -22.46)
C (11.06, -2.61, -26.38)
C (11.75, -1.46, -25.66)
O (10.98, -1.05, -24.55)
H (11.69, -3.07, -27.14)
H (10.18, -2.20, -26.88)
H (10.89, -3.42, -25.67)
H (11.89, -0.64, -26.36)
H (12.76, -1.71, -25.32)
H (10.08, -0.83, -24.82)
C (8.09, -7.44, -17.82)
C (9.22, -7.09, -18.73)
O (8.94, -6.29, -19.82)
H (7.81, -6.58, -17.21)
H (8.15, -8.27, -17.12)
H (7.16, -7.62, -18.35)
H (9.65, -8.03, -19.10)
H (10.10, -6.76, -18.17)
H (9.08, -5.38, -19.53)
C (10.16, 0.36, -16.69)
C (11.21, -0.28, -17.66)
O (10.48, -1.07, -18.68)
H (10.58, 0.90, -15.84)
H (9.52, -0.40, -16.24)
H (9.52, 1.04, -17.25)
H (11.95, -0.83, -17.07)
H (11.79, 0.49, -18.18)
H (10.72, -0.68, -19.52)
C (4.59, -6.64, -26.33)
C (4.88, -7.36, -27.69)
O (3.69, -7.67, -28.33)
H (3.95, -5.79, -26.54)
H (5.53, -6.28, -25.91)
H (4.12, -7.32, -25.62)
H (5.54, -8.20, -27.51)
H (5.48, -6.70, -28.32)
H (3.76, -7.61, -29.28)

## Properties
energy relative to the best compared isomer or geometry (same formula, charge and spin)	0.0	kJ/mol
frontier orbital gap	0.33172	Eh
SMILES	COC[C@H](C)N.COC[C@H](C)N.COC[C@H](C)N.COC[C@H](C)N.NC(N)=O.CCO.CCO.CCO.CCO



Number 1: energy -164943.9167 eV. Number 2: energy -42065.2529 eV. Number 3: energy -61366.2240 eV. Number 4: energy -10283.7827 eV. Number 5: energy -38641.3025 eV. Number 6: energy -100290.0672 eV. Number 7: energy -19638.0577 eV. Number 8: energy -11972.8579 eV. Number 9: energy -7326.3354 eV. Number 10: energy -54454.5748 eV.